Formula: C47H46I2N2O2P2SiTa
Source: the Open Molecules 2025 dataset
Level of theory: ωB97M-V with the def2-TZVPD basis set

Geometry as XYZ:
```
103
C47H46I2N2O2P2SiTa, DFT ωB97M-V with the def2-TZVPD basis set
Ta 0.1698 -0.1891 -0.1580
C -4.6152 3.2265 5.1806
C -4.6302 4.0357 4.0552
C -3.9628 3.6425 2.8986
C -3.2805 2.4312 2.8607
C -3.2871 1.6142 3.9943
C -3.9399 2.0109 5.1501
P -2.3460 1.8217 1.4132
C -2.6521 3.1330 0.1803
C -3.7149 2.9319 -0.7002
C -4.0159 3.8740 -1.6755
C -3.2496 5.0283 -1.7865
C -2.1886 5.2382 -0.9150
C -1.8931 4.2961 0.0623
C -0.6226 2.1038 1.9384
C -0.2976 3.1020 2.8480
C 1.0215 3.3207 3.2307
C 2.0281 2.5177 2.7284
C 1.7188 1.4905 1.8503
C 0.4060 1.2640 1.4200
H -5.1302 3.5380 6.0803
H -5.1586 4.9806 4.0743
H -3.9800 4.2882 2.0291
H -2.7637 0.6625 3.9771
H -3.9274 1.3727 6.0248
H -4.3095 2.0265 -0.6253
H -4.8452 3.7085 -2.3516
H -3.4823 5.7640 -2.5464
H -1.5899 6.1374 -0.9959
H -1.0561 4.4661 0.7292
H -1.0847 3.7192 3.2655
H 1.2541 4.1049 3.9403
H 3.0528 2.6482 3.0537
H 2.5260 0.8454 1.5397
C -1.0865 -1.6012 3.3813
C -1.9876 -1.6403 2.1966
C -3.3094 -2.0435 2.2965
C -4.1321 -1.9814 1.1824
C -3.6502 -1.5186 -0.0303
C -2.3192 -1.1561 -0.0702
N -1.5185 -1.2409 1.0012
N -1.6046 -0.5614 -1.1146
Si -2.0745 -0.8329 -2.8244
C -0.5973 -0.6995 -3.9121
C -2.7417 -2.5509 -2.9384
C -3.3574 0.3892 -3.3306
H -0.4290 -2.4707 3.3960
H -1.6633 -1.6062 4.3052
H -0.4480 -0.7179 3.3646
H -3.6909 -2.3755 3.2521
H -5.1719 -2.2727 1.2686
H -4.2899 -1.4122 -0.8939
H 0.2932 -1.0460 -3.3964
H -0.4190 0.3196 -4.2623
H -0.7533 -1.3469 -4.7813
H -2.1725 -3.2327 -2.3003
H -2.6479 -2.8940 -3.9727
H -3.7948 -2.6298 -2.6638
H -2.9556 1.4055 -3.3266
H -4.2405 0.3710 -2.6856
H -3.6876 0.1564 -4.3498
C 6.0983 1.6207 1.5925
C 5.4289 2.5102 0.7598
C 4.4552 2.0515 -0.1164
C 4.1482 0.6932 -0.1667
C 4.8320 -0.1957 0.6622
C 5.8014 0.2661 1.5420
P 2.8444 0.0693 -1.2480
C 3.6998 -0.6717 -2.6741
C 5.0133 -1.1183 -2.5626
C 5.6560 -1.6794 -3.6608
C 4.9948 -1.7983 -4.8733
C 3.6851 -1.3460 -4.9927
C 3.0403 -0.7884 -3.8990
C 1.9515 1.4478 -1.9574
C 2.4182 2.4097 -2.8532
C 1.5185 3.3117 -3.3910
C 0.1622 3.2419 -3.0584
C -0.3032 2.2827 -2.1788
C 0.5994 1.3723 -1.5971
H 6.8470 1.9844 2.2844
H 5.6564 3.5677 0.7981
H 3.9152 2.7595 -0.7308
H 4.6070 -1.2544 0.6345
H 6.3091 -0.4313 2.1949
H 5.5479 -1.0245 -1.6264
H 6.6796 -2.0181 -3.5654
H 5.5019 -2.2274 -5.7284
H 3.1694 -1.4165 -5.9423
H 2.0410 -0.4053 -4.0177
H 3.4605 2.4309 -3.1507
H 1.8636 4.0658 -4.0871
H -0.5344 3.9425 -3.5022
H -1.3603 2.2442 -1.9516
I 1.9014 -2.1323 1.5409
I 2.5266 -0.9620 4.2026
C 1.9376 -3.9207 -2.5713
O 2.1957 -3.6212 -1.1591
C 1.4394 -2.7972 -0.5267
O 0.4605 -2.2161 -1.0493
H 2.9221 -4.0369 -3.0095
H 1.3871 -3.1113 -3.0377
H 1.3801 -4.8515 -2.6071
```

Molecular weight ... 1195.69 g/mol
Charge ... +1
Electronic energy ... -100766.5795 eV
E_HOMO ... -10.122 eV
Energy above the lowest of the compared OMol25 structures with the same formula, charge and spin ... 21.6 kcal/mol
Frontier orbital gap ... 6.368 eV